Computed, not measured: 7 unconnected molecules or ions with the total composition C16H16Cl24N2, with ωB97M-V/def2-TZVPD.

Cartesian coordinates (Å):
C 3.2907 0.5604 -0.9284
C 3.4783 1.9432 -0.3038
C 2.1685 2.5824 0.1682
C 1.4135 3.2387 -1.0058
C -0.1043 3.3678 -0.7852
C -0.9531 2.1901 -1.2934
C -1.2291 1.1224 -0.2074
C -0.2249 0.0602 -0.1741
N 0.5105 -0.8136 -0.0432
C -2.6415 0.4690 -0.3360
C -3.2249 0.2797 0.9935
N -3.6658 0.1455 2.0481
H 2.5675 0.5649 -1.7422
H 4.2472 0.1997 -1.3116
H 2.9817 -0.1446 -0.1580
H 3.9096 2.6072 -1.0580
H 4.1751 1.8488 0.5274
H 1.5278 1.8737 0.6965
H 2.4240 3.3784 0.8710
H 1.6117 2.6850 -1.9261
H 1.8203 4.2437 -1.1183
H -0.2698 3.5204 0.2833
H -0.4367 4.2689 -1.3014
H -1.9248 2.5934 -1.5779
H -0.4708 1.7649 -2.1717
H -1.1827 1.6279 0.7554
H -3.3042 1.0675 -0.9553
H -2.5474 -0.5315 -0.7611
Cl -1.0575 -0.8477 -3.5314
C 0.0983 -2.1089 -4.0014
Cl -0.7131 -3.6737 -4.0075
Cl 0.7088 -1.7539 -5.6207
Cl 1.4380 -2.1486 -2.8585
Cl -8.6190 2.7474 2.6745
C -7.7179 1.2566 2.3731
Cl -8.8512 -0.0661 2.0794
Cl -6.6902 1.4727 0.9511
Cl -6.7138 0.8784 3.7700
Cl 1.2162 -8.4619 -3.7704
C 1.6338 -7.3337 -5.0634
Cl 3.0430 -7.9374 -5.9409
Cl 0.2679 -7.1832 -6.1759
Cl 1.9960 -5.7527 -4.3707
Cl -0.4900 -4.4037 1.4796
C -1.5145 -4.0974 2.8810
Cl -2.7827 -5.3285 2.9638
Cl -0.5360 -4.1671 4.3534
Cl -2.2589 -2.5017 2.7453
Cl 6.4994 0.8692 1.5386
C 6.1086 -0.3262 2.7803
Cl 5.9096 0.4881 4.3350
Cl 4.6059 -1.1476 2.3499
Cl 7.4170 -1.5064 2.8951
Cl -2.1248 3.5477 5.1752
C -1.3881 3.2642 3.5992
Cl -0.1437 4.4836 3.2989
Cl -0.6549 1.6564 3.5676
Cl -2.6326 3.3678 2.3452

For the HOMO energy, the calculation gives -10.94 eV. The max |F| comes out at 0.7 eV/A. The total energy is -320367.5385 eV. The value obtained for the frontier orbital gap is 11.0 eV.

List of Mulliken charges in e, atom by atom:
1 C -0.85
2 C -0.34
3 C -0.20
4 C -0.84
5 C -0.58
6 C -0.79
7 C 2.78
8 C -0.53
9 N -0.45
10 C -0.31
11 C -0.14
12 N -0.38
13 H 0.22
14 H 0.41
15 H 0.16
16 H 0.29
17 H 0.04
18 H 0.17
19 H 0.27
20 H 0.34
21 H 0.38
22 H 0.03
23 H 0.43
24 H 0.57
25 H 0.21
26 H -1.50
27 H 0.49
28 H 0.28
29 Cl -0.13
30 C 0.32
31 Cl -0.07
32 Cl -0.11
33 Cl -0.07
34 Cl -0.10
35 C 0.35
36 Cl -0.10
37 Cl -0.09
38 Cl -0.07
39 Cl -0.10
40 C 0.32
41 Cl -0.10
42 Cl -0.10
43 Cl -0.02
44 Cl -0.07
45 C 0.27
46 Cl -0.11
47 Cl -0.11
48 Cl -0.02
49 Cl -0.10
50 C 0.35
51 Cl -0.10
52 Cl -0.06
53 Cl -0.10
54 Cl -0.10
55 C 0.33
56 Cl -0.10
57 Cl -0.07
58 Cl -0.07

***

Computed, not measured: a molecular structure, C16H16CoN4O3S in a non-equilibrium geometry, with ωB97M-V/def2-TZVPD.

Cartesian coordinates (Å):
Co -0.8874 -1.0084 0.8774
N 0.7120 -3.0990 4.1544
C 0.0573 -2.7513 3.0610
S -1.0442 -1.4908 3.1208
N 0.4383 -3.3760 1.9381
N -0.2348 -2.8594 0.9015
C -0.3258 -3.5860 -0.1234
C -1.1930 -3.0843 -1.2359
C -1.4714 -3.8313 -2.3175
C -2.2756 -3.3091 -3.2852
C -2.6636 -1.9927 -3.1780
C -2.3771 -1.2632 -2.0456
N -1.7000 -1.8930 -1.0799
H 0.8195 -2.5615 4.9562
H 1.3983 -3.7915 3.9540
H 0.1422 -4.5819 -0.0996
H -0.9566 -4.7981 -2.4106
H -2.6058 -3.8445 -4.1693
H -3.1833 -1.5746 -4.0610
H -2.6267 -0.1862 -1.8705
C 4.7504 2.5150 -0.2056
O 3.7158 3.5177 -0.0888
C 2.4282 3.0897 0.0015
C 1.4599 4.0608 0.1718
C 0.1612 3.6616 0.3546
C -0.2080 2.2877 0.3587
C -1.6099 1.9067 0.4373
C -2.7405 3.0030 0.2744
O -2.0217 0.7338 0.5930
C 0.8203 1.2960 0.1847
O 0.7241 -0.0186 0.2646
C 2.1278 1.7214 -0.0197
H 5.6736 3.1066 -0.0733
H 4.7395 2.0460 -1.1662
H 4.6628 1.7379 0.5820
H 1.8019 5.0296 0.0749
H -0.5941 4.4216 0.4668
H -2.6003 3.7236 1.0958
H -3.6934 2.5058 0.2786
H -2.5264 3.5635 -0.6669
H 2.9064 0.9734 -0.0051

For the HOMO energy (spin up / spin down), the calculation gives -7.75 / -7.76 eV. Its expectation value of S² is 3.761. The calculation puts the energy above the lowest of the compared OMol25 structures with the same formula, charge and spin at 0.0 kcal per mole. As for the spin multiplicity: 4. The max |F| comes out at 3.0 eV/A. The total energy is -77416.8060 eV. The value obtained for the frontier orbital gap (spin up / spin down) is 7.7 / 7.7 eV.

List of Mulliken charges in e, atom by atom:
1 Co -0.14
2 N -0.34
3 C 0.54
4 S -0.57
5 N -1.20
6 N 1.20
7 C -0.68
8 C 1.01
9 C -0.67
10 C -0.24
11 C -0.54
12 C -0.14
13 N -0.18
14 H 0.22
15 H 0.25
16 H 0.32
17 H 0.35
18 H 0.41
19 H 0.32
20 H 0.32
21 C -0.77
22 O -0.45
23 C 1.04
24 C -1.13
25 C -0.59
26 C -0.12
27 C 1.12
28 C -1.46
29 O -0.57
30 C 0.65
31 O -0.69
32 C -0.42
33 H 0.23
34 H 0.35
35 H 0.31
36 H 0.52
37 H 0.32
38 H 0.40
39 H 0.32
40 H 0.38
41 H 0.33

***

Computed, not measured: a molecular structure, C16H16CoNO4Si in a non-equilibrium geometry, with ωB97M-V/def2-TZVPD.

Cartesian coordinates (Å):
Co -0.0311 -0.0516 -0.1224
O -3.4073 2.1953 -0.9053
C -2.2858 1.7139 -0.7116
O -2.0535 0.4458 -0.5764
C -1.0644 2.5807 -0.5948
C -1.0337 3.9398 -0.5274
C 0.2178 4.6208 -0.3580
C 1.3965 3.8231 -0.2642
C 1.3144 2.4663 -0.3352
N 0.0921 1.8301 -0.5091
C 2.4348 1.4911 -0.1693
O 3.6157 1.8548 -0.0953
O 2.0547 0.2505 -0.0977
H -1.9750 4.4726 -0.6021
H 0.2658 5.7003 -0.2877
H 2.3773 4.2639 -0.1252
C 1.1613 -1.5956 3.2329
Si -0.0849 -0.4960 2.2339
C 0.3136 1.2768 2.7270
C -1.7860 -0.8903 3.0286
C -2.9511 -1.0531 2.2796
C -4.1615 -1.3299 2.8908
C -4.2447 -1.4559 4.2728
C -3.1029 -1.2863 5.0400
C -1.8978 -0.9995 4.4176
H 1.1354 -1.3919 4.3080
H 2.1718 -1.3824 2.8857
H 0.9577 -2.6476 3.0795
H 0.3210 1.3194 3.8161
H -0.4190 1.9796 2.3376
H 1.2834 1.5849 2.3469
H -2.9094 -0.9219 1.2055
H -5.0504 -1.4361 2.2814
H -5.1966 -1.6729 4.7468
H -3.1512 -1.3716 6.1208
H -1.0175 -0.8660 5.0363
C -0.1770 -1.7165 0.6382
H -1.1260 -2.1778 0.9060
H 0.6734 -2.2977 0.9796

For the HOMO energy (spin up / spin down), the calculation gives 1.34 / -2.26 eV. Its expectation value of S² is 6.036. The calculation puts the energy above the lowest of the compared OMol25 structures with the same formula, charge and spin at 0.0 kcal per mole. As for the spin multiplicity: 5. The max |F| comes out at 2.5 eV/A. The total energy is -72037.2030 eV. The charge is -2. The value obtained for the frontier orbital gap (spin up / spin down) is 3.6 / 7.2 eV.

List of Mulliken charges in e, atom by atom:
1 Co -0.26
2 O -0.80
3 C 0.28
4 O -0.67
5 C -0.02
6 C -0.14
7 C -0.60
8 C -0.22
9 C 0.09
10 N -0.05
11 C 0.32
12 O -0.80
13 O -0.64
14 H 0.46
15 H 0.37
16 H 0.46
17 C -1.50
18 Si 1.37
19 C -1.31
20 C 0.23
21 C -0.03
22 C -0.76
23 C -0.30
24 C -0.64
25 C -0.41
26 H 0.39
27 H 0.31
28 H 0.36
29 H 0.49
30 H 0.26
31 H 0.33
32 H 0.28
33 H 0.37
34 H 0.33
35 H 0.35
36 H 0.14
37 C -1.15
38 H 0.49
39 H 0.61

***

Computed, not measured: a single C16H16FN3O3 molecule in a non-equilibrium geometry, with ωB97M-V/def2-TZVPD.

Cartesian coordinates (Å):
O -0.1115 -2.4033 -1.9650
C 0.1831 -3.2383 -1.1321
N 0.5043 -2.9684 0.1656
N 0.5536 -1.7971 0.8519
C 0.2351 -0.6764 0.3133
C 0.2976 0.5190 1.0804
C 0.6431 0.7794 2.3868
C 0.5112 2.1634 2.5813
C 0.0890 2.6774 1.3716
N -0.2714 3.9434 1.0078
C -0.4060 4.2614 -0.4017
C -1.3593 5.4491 -0.5436
O -0.9114 6.5567 0.2035
C -0.8160 6.2313 1.5687
C 0.1602 5.0741 1.8032
O -0.0398 1.6991 0.4633
C 0.2455 -4.6974 -1.4645
C -0.1078 -5.6990 -0.5642
C -0.0560 -7.0287 -0.9459
C 0.3520 -7.3802 -2.2211
C 0.6865 -6.3727 -3.1089
F 1.0763 -6.7063 -4.3548
C 0.6316 -5.0391 -2.7564
H 0.8033 -3.7379 0.7501
H -0.0881 -0.5610 -0.7175
H 0.9526 0.0488 3.1044
H 0.7014 2.7021 3.4857
H 0.5717 4.5269 -0.8305
H -0.8033 3.3938 -0.9271
H -2.3637 5.1530 -0.2054
H -1.4084 5.7791 -1.5821
H -1.8071 5.9506 1.9567
H -0.4694 7.1327 2.0763
H 1.1736 5.3889 1.5125
H 0.1584 4.8012 2.8571
H -0.4573 -5.4479 0.4265
H -0.3379 -7.7998 -0.2450
H 0.4033 -8.4109 -2.5340
H 0.8809 -4.2669 -3.4670

For the HOMO energy, the calculation gives -7.14 eV. The max |F| comes out at 1.7 eV/A. The total energy is -30180.3156 eV. The value obtained for the frontier orbital gap is 7.5 eV.

List of Mulliken charges in e, atom by atom:
1 O -0.62
2 C 0.65
3 N 0.35
4 N -0.98
5 C -0.85
6 C 0.53
7 C -0.81
8 C -0.54
9 C 0.65
10 N 0.21
11 C -0.52
12 C -0.62
13 O -0.37
14 C -0.72
15 C -0.47
16 O -0.36
17 C 0.47
18 C -0.58
19 C -0.60
20 C -0.48
21 C 0.33
22 F -0.31
23 C -0.56
24 H 0.32
25 H 0.56
26 H 0.53
27 H 0.39
28 H 0.27
29 H 0.36
30 H 0.34
31 H 0.35
32 H 0.34
33 H 0.37
34 H 0.32
35 H 0.31
36 H 0.46
37 H 0.39
38 H 0.44
39 H 0.47